Below is a 3-piece molecular cluster, C4H10O3 overall at a distorted geometry, with properties calculated with ωB97M-V/def2-TZVPD.

Atoms and positions in Å:
C -0.992 -0.582 1.988
C -0.695 -0.330 0.702
C -0.057 -1.307 -0.189
C 0.124 -2.557 0.211
O 0.845 -3.462 -0.567
H -1.625 0.219 2.380
H -0.539 -1.244 2.710
H -0.751 0.699 0.385
H 0.360 -0.986 -1.128
H -0.199 -2.944 1.175
H 1.754 -3.442 -0.253
H 0.404 1.913 -0.973
H 0.166 1.552 -2.352
O 0.837 1.407 -1.672
H -0.535 5.253 0.827
H -0.949 4.428 -0.328
O -0.260 5.058 -0.079

Calculated values
E_tot	-384.03844	Ha
LUMO energy	0.0095	hartree
F_max	0.0448	Eh/bohr
HOMO	-8.537	eV
molecular weight	106.1	Da
energy above the lowest of the compared OMol25 structures with the same formula, charge and spin	3.025	eV
frontier orbital gap	0.323	Eh
total charge	0


Below is a 2-piece molecular cluster, C4H10O3 overall at a distorted geometry, with properties calculated with ωB97M-V/def2-TZVPD.

Atoms and positions in Å:
C -0.404 0.921 -1.319
O -0.934 0.444 -2.592
C -1.491 0.772 -0.286
C -1.503 -0.550 0.441
C -2.540 -0.558 1.590
O -2.240 -0.151 2.673
H 0.042 1.916 -1.382
H 0.474 0.271 -1.182
H -0.224 -0.054 -3.034
H -2.438 0.833 -0.850
H -1.668 1.713 0.246
H -1.779 -1.331 -0.273
H -0.530 -0.772 0.880
H -3.505 -0.953 1.230
H 6.109 -1.567 1.497
H 6.516 -0.121 1.450
O 6.113 -0.812 0.911

Calculated values
E_tot	-384.07960	Ha
LUMO energy	0.0311	hartree
F_max	0.0474	Eh/bohr
HOMO	-9.749	eV
molecular weight	106.1	Da
energy above the lowest of the compared OMol25 structures with the same formula, charge and spin	1.905	eV
frontier orbital gap	0.389	Eh
total charge	0


Below is C4H10O3Sm as an isolated structure at a distorted geometry, with properties calculated with ωB97M-V/def2-TZVPD.

Atoms and positions in Å:
C -1.371 -2.067 0.219
O -2.120 -1.017 -0.458
C -2.011 0.256 0.113
C -0.797 1.060 -0.325
O 0.425 0.568 0.202
H -1.345 -2.899 -0.506
H -2.008 -2.442 1.048
H -2.031 0.191 1.218
H -2.898 0.829 -0.198
H -0.916 2.108 0.001
H -0.758 1.070 -1.429
Sm 0.799 -1.591 0.870
O 2.971 -0.948 0.625
H 3.430 -0.277 1.129
C 1.916 1.173 -0.420
H 2.728 0.792 -1.054
H 2.531 1.689 0.328
H 1.454 1.504 -1.364

Calculated values
E_tot	-1041.66672	Ha
LUMO energy (alpha / beta)	-0.1838 / -0.1691	hartree
F_max	0.0720	Eh/bohr
HOMO (alpha / beta)	-12.518 / -12.462	eV
molecular weight	256.5	Da
energy above the lowest of the compared OMol25 structures with the same formula, charge and spin	0.000	eV
frontier orbital gap (alpha / beta)	0.276 / 0.289	Eh
total charge	+1
2S+1	6